56
Properties=species:S:1:pos:R:3:forces:R:3 method="wB97M-V/def2-TZVPD" total_energy_ev=-60681.8451 orbital_gap_ha=0.3192 e_lumo_ha=-0.1032 charge=+1 max_force_ev_per_a=1.839 mol_weight_g_mol=465.4
C -5.371424 -1.672020 4.784645 0.9 -0.2 -0.7
C -5.273064 -1.627333 3.273940 0.2 -1.2 1.4
Cl -4.686261 -3.028455 2.388319 -0.1 0.1 0.5
C -5.588204 -0.563329 2.593595 -0.7 1.0 -1.4
Cl -6.174666 0.854659 3.411499 0.2 -0.3 -0.3
C -5.431232 -0.495503 1.078111 0.7 0.9 1.0
C -3.939303 -0.139885 0.842798 -0.9 0.4 0.2
N -3.738908 -0.151534 -0.637367 0.0 -0.3 0.1
C -2.303870 -0.166485 -1.105600 0.4 0.2 0.2
C -1.350171 0.689219 -0.273362 0.2 0.5 -0.6
C -1.530517 2.201981 -0.482322 0.7 -0.6 0.3
F -2.358226 2.743990 0.491160 -0.3 0.0 -0.2
C -4.571888 0.943582 -1.203704 -0.6 0.7 -0.5
C -6.046721 0.897870 -0.735975 -0.1 0.1 -0.3
O -6.237520 0.564598 0.628453 0.2 -0.2 -0.8
H -4.897734 -0.749326 5.130333 -0.3 -0.1 0.2
H -6.412868 -1.697306 5.105471 0.1 -0.1 0.1
H -4.770583 -2.496104 5.172062 -0.4 -0.1 0.1
H -5.652939 -1.464822 0.606925 -0.3 0.2 0.1
H -3.824943 0.900064 1.164856 0.3 -0.2 0.0
H -3.258299 -0.788024 1.392537 0.0 -0.2 -0.4
H -4.156863 -1.027762 -0.969926 0.1 0.1 0.0
H -1.969003 -1.206859 -1.111178 -0.2 0.1 0.1
H -2.309416 0.207939 -2.133550 0.0 -0.2 0.1
H -1.313845 0.424592 0.786204 -0.1 0.1 -0.1
H -0.342560 0.477951 -0.657101 -0.2 -0.2 0.0
H -1.932726 2.403571 -1.481223 0.0 0.2 0.2
H -0.553076 2.681641 -0.388977 -0.2 0.1 0.0
H -4.535329 0.864148 -2.295158 -0.1 -0.1 0.2
H -4.172504 1.926809 -0.945432 0.4 -0.4 0.3
H -6.659674 0.283747 -1.413391 0.2 -0.3 0.3
H -6.427373 1.916934 -0.848798 0.0 -0.1 0.0
C 3.538791 2.875891 0.360415 0.1 0.0 0.0
C 4.858693 3.218394 0.639676 0.0 0.0 0.0
C 5.888301 2.360171 0.288457 0.0 0.2 0.1
C 5.602479 1.150369 -0.333102 -0.1 0.0 0.0
C 4.278271 0.798291 -0.591242 0.1 -0.1 0.0
C 3.252336 1.668302 -0.253197 -0.1 0.3 0.1
C 3.943042 -0.511333 -1.211567 -0.3 -0.1 -0.1
O 2.783298 -0.810351 -1.437454 0.0 0.0 0.0
C 5.050124 -1.445001 -1.539328 0.1 0.0 0.0
C 4.756003 -2.696585 -2.067801 0.0 -0.2 -0.1
C 5.780976 -3.570406 -2.389375 0.1 0.0 0.0
C 7.106209 -3.194897 -2.192909 -0.1 0.0 0.0
C 7.405608 -1.951130 -1.661665 0.1 -0.1 0.0
C 6.381119 -1.076036 -1.324532 -0.2 0.0 0.0
C 6.717360 0.242999 -0.722544 0.4 0.1 0.0
O 7.871043 0.571529 -0.547358 -0.1 0.0 0.0
H 2.735725 3.551597 0.627864 0.0 0.0 0.0
H 5.082881 4.156916 1.130118 0.0 0.0 0.0
H 6.914641 2.628839 0.500928 0.0 -0.1 -0.1
H 2.226287 1.398630 -0.465977 0.1 -0.1 0.0
H 3.726344 -2.989318 -2.224479 0.0 0.1 0.0
H 5.549669 -4.546544 -2.796203 0.0 0.0 0.0
H 7.906103 -3.876790 -2.451488 0.0 0.0 0.0
H 8.436408 -1.662085 -1.505079 -0.1 0.1 0.1


112
Properties=species:S:1:pos:R:3:forces:R:3 method="wB97M-V/def2-TZVPD" total_energy_ev=-72207.9592 orbital_gap_ha=0.2851 e_lumo_ha=-0.0193 charge=0 max_force_ev_per_a=10.412 mol_weight_g_mol=728.8
C -4.019050 0.701400 0.214248 -0.8 0.6 -0.1
C -3.702755 0.745018 1.707277 0.8 1.3 -0.7
O -2.406449 0.109115 1.790024 -1.6 -0.1 0.2
H -4.131290 -0.362828 -0.053024 -0.2 0.5 -0.2
H -3.162290 1.115394 -0.371691 -0.8 -0.2 0.5
H -4.959270 1.278930 -0.019075 0.9 -0.7 0.1
H -4.442109 0.269202 2.328030 -0.3 -0.8 0.1
H -3.614171 1.767377 2.148849 0.1 -0.6 -0.7
H -1.893020 0.704540 2.283551 1.7 1.6 1.1
C 1.567025 4.844037 -1.291374 1.2 2.1 1.1
C 1.843906 3.456860 -1.740744 0.3 -0.5 -1.7
O 2.507428 2.693931 -0.734087 1.2 1.1 0.6
H 0.984098 5.541104 -1.925329 0.2 -1.2 -0.1
H 2.563349 5.356130 -1.257537 -0.7 -0.3 0.7
H 1.064179 4.860872 -0.301782 0.5 0.2 -0.4
H 2.395837 3.532364 -2.709147 -0.2 -0.6 0.7
H 0.930520 2.951041 -1.894378 -1.2 -0.7 -0.8
H 2.597958 1.742888 -0.843053 -0.2 0.0 -0.9
C -0.455043 3.304194 -4.451862 -0.4 -1.5 0.9
C -1.389157 3.250206 -3.265048 -0.3 -0.4 -0.7
O -1.022110 4.318638 -2.376422 -1.1 -0.2 0.5
H -0.766888 2.549893 -5.185764 0.2 0.3 0.1
H 0.518323 3.010937 -4.058628 0.3 0.3 -0.6
H -0.500489 4.280741 -4.857111 0.3 0.9 -0.6
H -1.397030 2.224640 -2.845855 0.5 0.5 0.6
H -2.409150 3.341090 -3.587559 -0.7 0.5 -0.2
H -1.827437 4.719261 -1.986042 0.6 -0.4 -0.5
C 2.023591 3.376737 4.346404 0.1 -0.6 2.4
C 3.168936 2.458185 4.040742 -0.7 0.1 1.1
O 2.678711 1.649281 2.989892 1.1 -1.1 -0.6
H 2.046938 3.559865 5.433450 0.4 1.1 -0.4
H 1.091269 2.848215 4.326274 -0.7 -0.2 -0.9
H 2.102512 4.213726 3.689719 -0.6 0.9 0.0
H 3.493128 1.872052 4.918146 -0.2 -0.1 -0.5
H 3.960047 3.146693 3.798176 0.9 -0.4 -0.8
H 2.907408 0.717359 3.155178 0.0 0.3 0.0
C 0.028142 -0.547656 -0.257794 -0.7 -6.7 -0.5
O 0.023013 -1.901260 -0.369702 -0.2 5.3 -0.2
N -0.591449 0.275015 -1.082663 -0.2 2.7 1.0
N 0.736319 -0.025308 0.689092 1.1 -0.3 3.0
H -1.203069 -0.122966 -1.712530 -1.8 -1.7 -1.9
H -0.983936 1.161637 -0.732844 0.7 -0.6 0.2
H 0.834362 -0.704146 1.482587 -0.4 1.0 -0.6
H 0.729036 0.968295 0.888472 -0.1 -0.1 0.1
C 1.326558 0.090787 5.476447 6.2 -5.1 -0.5
O 2.372028 -0.784675 5.250754 -4.7 4.1 0.3
N 0.280217 0.235291 4.748839 -1.4 -1.2 -2.5
N 1.300134 0.816670 6.537035 3.3 2.7 5.3
H 0.314186 -0.351575 3.944178 -0.9 -0.4 -1.0
H -0.324001 1.010552 4.835042 -0.5 0.6 -0.2
H 2.202557 0.966614 7.101693 -2.2 -0.7 -1.3
H 0.518022 1.375556 6.822672 -0.1 0.0 -0.2
C -0.517383 2.835660 1.287646 0.4 -1.6 7.6
O -1.228784 2.666346 2.484040 2.8 0.8 -5.9
N -1.059779 3.017100 0.104476 -4.1 2.9 -1.6
N 0.814298 2.700666 1.266522 0.9 0.2 1.1
H -1.863803 3.702387 0.303739 1.0 -1.8 -0.9
H -0.562038 3.338207 -0.752215 0.0 -0.1 1.1
H 1.460874 2.463338 2.085879 -1.6 0.2 -1.0
H 1.344105 2.859612 0.389813 -0.2 0.0 0.8
C -2.797059 -1.957254 -2.533372 2.7 3.7 -2.3
O -2.063308 -0.884961 -2.937007 -3.4 -3.9 1.6
N -3.976105 -2.257127 -3.065484 -1.7 2.3 -2.1
N -2.384696 -2.832824 -1.648399 1.1 -2.2 0.2
H -4.547684 -1.556733 -3.595010 1.3 -1.0 0.7
H -4.502537 -3.005642 -2.706825 -0.5 -0.9 0.5
H -1.431381 -2.776953 -1.253701 0.0 0.3 -0.3
H -2.841498 -3.770561 -1.614104 0.7 1.1 0.1
C -2.736781 -3.218532 1.838847 -2.3 -5.6 -4.7
O -2.999441 -4.489334 1.507178 1.5 5.2 2.0
N -2.477915 -2.695532 3.002288 1.4 -0.3 6.1
N -2.714540 -2.255470 0.941036 -1.1 -1.6 -3.0
H -2.073833 -3.263147 3.753995 -1.0 0.0 -0.4
H -2.866663 -1.811119 3.296106 0.1 -0.1 -0.3
H -2.768039 -2.634486 -0.037123 -0.3 1.5 1.9
H -2.567980 -1.290654 1.214966 0.5 -0.4 -0.4
C 0.955443 -3.287069 -3.367936 2.5 -8.5 4.0
O 1.197417 -4.616064 -2.913184 -1.3 5.8 -1.7
N -0.000444 -3.078129 -4.193275 -3.2 1.7 -2.7
N 1.663963 -2.305983 -2.944820 2.0 2.3 1.9
H -0.781954 -3.738305 -4.163805 0.7 0.6 -0.5
H -0.070005 -2.064105 -4.466616 -0.7 -2.0 0.2
H 2.280286 -2.522325 -2.089348 -1.1 0.4 -2.3
H 1.293765 -1.296349 -3.018836 1.2 -2.5 0.2
C 3.738048 -1.688758 -0.434052 10.3 -0.2 1.3
O 5.112337 -1.906307 -0.462557 -6.5 0.6 -0.6
N 2.863342 -2.618848 -0.539962 -0.2 -4.0 -0.5
N 3.335967 -0.516460 -0.065603 -3.0 5.3 1.0
H 3.259208 -3.541342 -0.634629 0.0 -0.2 0.0
H 1.900728 -2.594599 -0.329401 -1.4 0.6 0.5
H 3.928526 0.334938 0.019302 0.0 -1.9 -0.1
H 2.311202 -0.339817 0.215833 2.3 -0.5 -0.7
C 0.946785 0.268067 -4.458898 5.5 4.4 -4.6
O 1.857581 0.811486 -5.352272 -4.2 -3.1 4.7
N -0.188999 -0.184081 -4.834780 -3.4 -1.4 -3.3
N 1.143183 0.222543 -3.145035 3.6 2.4 -0.1
H -0.269553 -0.353703 -5.851555 -0.2 0.5 1.0
H -0.999234 -0.302477 -4.221141 0.2 -0.3 -0.1
H 2.073107 0.648483 -3.020789 -0.6 -0.3 0.7
H 0.458004 0.289863 -2.426175 -0.7 0.4 0.4
C 1.076136 -2.615325 2.570449 -0.1 -1.1 -2.5
O 0.024784 -1.726174 2.677765 -1.7 1.3 0.6
H 1.930676 -1.962210 2.598615 1.0 -0.4 0.0
H 0.966864 -3.160707 1.558395 0.6 0.6 1.6
H 1.108184 -3.311597 3.369296 0.2 -0.7 0.8
H -0.885462 -2.115876 2.683295 0.8 0.0 -0.1
C -0.184790 -5.361828 0.128464 0.5 0.8 1.8
O -0.144390 -6.051215 -1.067662 -1.8 -2.3 1.7
H 0.823888 -4.918656 0.247807 -0.2 0.1 0.5
H -0.393291 -5.996962 1.030245 0.1 0.2 -1.0
H -0.921172 -4.519366 0.196263 0.3 -0.6 -0.3
H 0.042264 -5.375648 -1.662414 1.3 1.6 -2.9


14
Properties=species:S:1:pos:R:3:forces:R:3 method="wB97M-V/def2-TZVPD" total_energy_ev=-6225.7740 orbital_gap_ha=0.1737 e_lumo_ha=-0.2977 charge=+1 max_force_ev_per_a=3.016 mol_weight_g_mol=73.1
C -1.439426 0.768960 1.367805 0.1 -0.5 0.0
C -1.270050 0.028426 0.066281 0.0 1.6 2.6
C -0.145797 -0.002526 -0.552020 -1.4 -1.1 -2.2
N 4.293098 -0.424511 -0.151783 -0.3 -0.2 0.4
N -2.456128 -0.320092 -0.599659 0.8 0.1 -1.2
H -2.169134 1.549530 1.178462 0.2 0.5 -0.1
H -1.911761 0.159519 2.122197 0.0 -0.6 0.1
H -0.488453 1.136885 1.738321 -0.1 0.3 0.1
H 0.432169 -0.401887 -1.369450 1.1 0.0 0.6
H 5.252895 -0.145815 -0.010941 0.0 0.2 0.0
H 4.301553 -1.308589 -0.637206 0.0 0.0 -0.2
H 3.812894 0.265562 -0.706251 0.2 0.1 -0.3
H -2.305161 -0.956243 -1.382787 -0.2 0.0 0.1
H -2.862941 0.548052 -0.955984 -0.5 -0.2 0.1


22
Properties=species:S:1:pos:R:3:forces:R:3 method="wB97M-V/def2-TZVPD" total_energy_ev=-90323.3950 orbital_gap_ha=0.2936 e_lumo_ha=0.0046 smiles="C=N/N=C/c1ccc(Cl)cc1.C=[Se]" charge=0 max_force_ev_per_a=4.057 mol_weight_g_mol=259.6
C -1.251509 0.467171 -0.964426 2.3 -0.6 -0.4
C -1.979360 -0.716721 1.030302 1.4 1.6 -1.4
C -2.291273 1.294621 -0.867668 -3.1 1.3 -1.7
C -3.132004 0.032982 0.974111 0.7 -0.7 0.2
C -1.017891 -0.456654 0.051018 1.7 -2.4 0.0
C -3.287058 0.997169 0.035123 -1.5 0.9 -0.1
C 3.085301 -2.017858 0.558288 -1.5 0.0 0.9
C 3.385892 2.146012 -0.508739 3.6 0.5 -0.5
C 0.225387 -1.389680 0.051772 0.5 3.9 -1.1
N 2.536678 -1.432960 -0.416340 0.0 -1.3 -1.1
N 1.352044 -0.858050 -0.304798 -2.0 0.3 0.5
Cl -4.893855 1.750984 -0.159584 0.9 -0.2 0.2
Se 1.737448 1.857077 -0.519013 -2.7 0.2 0.1
H -0.653971 0.589651 -1.872788 0.4 -0.4 0.7
H -1.717318 -1.332736 1.854309 -0.2 -0.8 0.4
H -2.595462 1.952788 -1.709119 0.6 -0.2 0.8
H -3.863322 -0.258165 1.639771 -1.8 0.0 1.3
H 2.472525 -1.982185 1.508802 1.3 -0.4 -0.5
H 3.947054 -2.640011 0.326302 0.1 0.4 0.6
H 3.959161 1.793761 0.379015 -0.1 0.7 -0.8
H 3.950470 2.579783 -1.408270 -0.7 -0.8 1.5
H 0.031057 -2.376986 0.321928 0.2 -1.9 0.4


11
Properties=species:S:1:pos:R:3:forces:R:3 method="wB97M-V/def2-TZVPD" total_energy_ev=-17586.1819 orbital_gap_ha=0.3504 e_lumo_ha=-0.0074 smiles="CC=O.O=PO" charge=0 max_force_ev_per_a=6.459 mol_weight_g_mol=108.0
C -0.527427 -0.183963 -0.266085 0.7 -3.2 -1.8
C -1.674960 0.456596 0.388929 -1.0 -0.4 2.9
O 1.358915 1.077004 -0.048178 1.1 0.9 0.6
O -0.095305 -1.335579 -0.060781 -0.9 2.1 0.5
O 2.600529 -1.074138 -0.175391 5.3 2.3 2.8
P 2.637143 0.437629 0.337715 -0.8 -0.6 -0.5
H -0.217773 0.256607 -1.215623 -0.2 0.3 0.0
H -2.030905 1.274661 -0.203299 0.0 0.6 -0.2
H -1.465335 0.862419 1.501916 -0.5 -1.3 -2.5
H -2.490129 -0.353539 0.346436 1.1 1.2 0.6
H 1.905243 -1.417701 -0.605644 -4.8 -1.9 -2.4


18
Properties=species:S:1:pos:R:3:forces:R:3 method="wB97M-V/def2-TZVPD" total_energy_ev=-22773.0768 orbital_gap_ha=0.2579 e_lumo_ha=0.1241 smiles="CC(C)c1c([O-])[nH]sc1=O" charge=-1 max_force_ev_per_a=3.726 mol_weight_g_mol=158.2
C -0.742014 0.157491 -0.172831 1.2 1.8 0.7
C -1.824640 1.082551 0.071215 1.9 -2.8 -0.7
C -1.033220 -1.211894 -0.176221 -0.5 -0.6 -0.8
C 1.380024 0.631784 1.194840 -1.8 -0.2 1.4
C 1.611476 -0.127444 -1.060388 -1.6 1.3 -0.3
C 0.716838 0.708366 -0.179223 -0.6 -0.8 0.6
N -2.430708 -1.395864 -0.156083 1.2 2.0 -0.6
O -1.810732 2.287634 0.122749 -0.7 1.2 0.3
O -0.301256 -2.217674 -0.308029 -0.3 0.2 0.5
S -3.290524 0.005044 0.228618 -1.1 0.5 0.1
H 1.416984 -0.468122 1.396375 0.1 0.9 0.4
H 0.824228 1.182594 2.028404 0.4 -0.9 -1.1
H 2.365658 1.040734 1.210301 0.9 0.2 -0.2
H 1.276598 -0.988703 -0.642722 0.4 -3.7 0.4
H 2.635818 0.023720 -1.017266 2.0 0.5 0.5
H 1.294432 -0.114544 -2.061185 -0.5 0.1 -1.5
H 0.681080 1.672740 -0.551761 -0.3 2.3 -0.4
H -2.770038 -2.268406 0.073200 -0.8 -1.9 0.8